1.
ORCA calculation (the ωB97M-V functional and the def2-TZVPD basis) on a molecular structure, C46H47IN12OSSeTl.

XYZ file:
```
110
Properties=species:S:1:pos:R:3:forces:R:3
Tl 0.025525 0.430218 0.755716 -0.53 0.01 0.27
C 1.301619 -5.577368 -0.106675 -0.02 0.03 0.05
N 1.452945 -4.178052 0.298506 0.04 -0.04 0.01
C 0.772461 -3.097608 -0.089557 -0.15 0.10 -0.01
N 1.184039 -2.038794 0.589686 0.50 0.12 -0.15
C 2.173621 -2.548110 1.375090 -0.18 -0.07 0.11
N 2.364076 -3.837241 1.232666 -0.02 -0.02 -0.04
C 2.155124 -5.956767 -1.287617 0.04 0.00 0.03
C 3.347039 -6.651917 -1.128094 -0.01 0.00 -0.02
C 4.118526 -6.977499 -2.237462 -0.01 0.00 0.01
C 3.720327 -6.593587 -3.506930 -0.01 -0.02 0.00
C 2.529785 -5.891407 -3.666076 0.03 0.02 -0.04
C 1.747107 -5.589287 -2.559003 0.00 0.00 -0.01
C 2.129530 -5.370636 -4.972651 0.03 -0.05 0.10
N 2.718090 -5.435750 -6.112975 -0.11 0.11 -0.12
N 1.989501 -4.602303 -6.974687 0.05 -0.17 0.05
C 1.024921 -4.125155 -6.279746 0.02 0.10 0.01
O 1.032986 -4.579477 -4.996922 0.06 0.05 -0.03
C 0.065585 -3.028026 -6.501759 -0.08 -0.06 0.02
C -1.247446 -3.227406 -6.910219 0.03 0.01 -0.09
C -2.146254 -2.173554 -6.850025 0.02 0.03 0.01
C -1.754645 -0.948220 -6.322578 0.01 0.01 -0.08
C -0.443470 -0.751195 -5.913040 0.01 -0.03 0.06
C 0.000347 0.502605 -5.203018 0.04 0.04 0.05
N 0.468415 0.187171 -3.850107 0.03 0.00 -0.10
C -0.231742 -0.011711 -2.735928 0.06 0.14 0.03
N 0.580311 -0.373715 -1.752794 -0.22 -0.12 -0.13
C 1.794265 -0.415618 -2.359348 0.06 0.06 0.06
N 1.775331 -0.074850 -3.627026 -0.03 -0.03 0.02
C 0.472060 -1.784371 -6.043510 -0.03 -0.05 0.09
H 0.245359 -5.729990 -0.329188 0.00 -0.01 -0.01
H 1.560373 -6.167270 0.770033 -0.02 0.00 -0.01
H -0.027990 -3.107247 -0.812457 0.01 -0.01 -0.01
H 2.711411 -1.974148 2.107080 0.04 0.03 -0.01
H 3.675396 -6.938942 -0.136883 0.00 0.00 0.01
H 5.042008 -7.524959 -2.107627 0.01 0.00 0.00
H 4.324059 -6.820386 -4.375105 0.00 0.00 -0.01
H 0.816621 -5.052278 -2.695736 0.00 0.01 0.00
H -1.563930 -4.200776 -7.260394 0.00 0.00 0.00
H -3.166198 -2.316437 -7.179373 -0.01 0.00 0.00
H -2.476994 -0.145806 -6.229952 -0.01 0.00 0.02
H -0.803557 1.233546 -5.125322 -0.01 -0.03 0.01
H 0.851376 0.967594 -5.697344 -0.03 0.03 -0.03
H -1.294124 0.156749 -2.657354 -0.01 -0.02 0.01
H 2.705224 -0.685475 -1.849566 0.00 -0.02 0.01
H 1.494926 -1.647012 -5.712665 -0.01 0.00 0.01
I -2.416205 2.067418 2.495851 0.09 0.11 0.08
C -2.518417 3.358517 0.876372 0.08 -0.04 -0.11
C -3.513745 4.294566 0.920671 -0.01 0.01 -0.05
C -3.632058 5.269757 -0.085457 -0.02 -0.02 0.03
C -2.719510 5.287316 -1.091172 0.01 -0.01 -0.01
C -1.669407 4.337761 -1.149543 -0.03 0.00 0.00
C -0.730837 4.462352 -2.200321 0.01 0.01 0.00
C 0.318729 3.608197 -2.284356 0.02 -0.03 -0.01
C 0.427113 2.561393 -1.345873 -0.02 0.05 -0.02
C -0.467281 2.357399 -0.327526 0.08 -0.02 0.00
C -1.544108 3.301797 -0.168155 -0.03 0.00 -0.05
H -4.209918 4.296720 1.747753 0.00 0.00 0.01
H -4.426434 6.001708 -0.037045 -0.01 0.00 0.00
H -2.768629 6.039875 -1.868083 0.01 0.00 0.00
H -0.858880 5.265710 -2.915060 -0.01 0.00 0.00
H 1.063387 3.709507 -3.063974 0.01 -0.01 0.01
H 1.270892 1.903244 -1.465995 -0.01 -0.09 -0.02
Se 0.041745 -0.255446 3.343756 0.23 -0.02 -0.02
C -0.358989 -2.051354 3.907129 -0.04 -0.04 -0.08
C -0.602205 -2.158847 5.277959 -0.01 0.00 0.02
C -0.920996 -3.383597 5.842705 0.00 0.03 0.02
C -1.013609 -4.522896 5.053788 0.01 -0.01 -0.05
C -0.777243 -4.420645 3.692600 -0.02 0.00 0.08
C -0.447781 -3.195454 3.122855 0.03 0.01 -0.13
H -0.540435 -1.276766 5.903529 0.00 0.00 0.01
H -1.099603 -3.445811 6.908297 0.00 0.00 0.00
H -1.261200 -5.477447 5.497634 0.00 0.00 0.00
H -0.839756 -5.300210 3.063725 0.00 0.01 -0.01
H -0.263706 -3.141724 2.059573 -0.03 0.02 0.05
C 3.406830 0.604484 1.782024 -0.03 0.04 0.10
C 4.732222 1.265175 2.235114 0.00 -0.02 0.00
N 4.603261 2.718789 2.212234 -0.02 0.01 -0.02
C 3.435477 3.114964 2.996043 -0.01 -0.01 0.02
C 2.135886 2.554695 2.360666 -0.01 -0.01 -0.06
N 2.474590 1.623760 1.258806 0.08 0.01 -0.04
C 3.176920 2.407987 0.219129 0.04 -0.03 0.02
C 4.399650 3.139775 0.831069 0.00 0.02 -0.02
H 2.901464 0.127020 2.623137 0.02 -0.06 -0.03
H 3.571430 -0.143597 1.004463 0.01 0.02 -0.02
H 5.555778 0.990933 1.573882 0.01 -0.01 0.01
H 4.998975 0.946188 3.243514 0.00 0.01 0.01
H 3.405329 4.203715 3.048705 -0.01 0.01 0.01
H 3.562083 2.738613 4.012126 0.01 0.00 0.00
H 1.511637 3.345418 1.938054 0.00 0.00 0.01
H 1.544923 2.016461 3.100980 -0.03 0.00 0.02
H 2.474570 3.124037 -0.200886 0.03 0.00 0.02
H 3.478152 1.718364 -0.573812 0.00 0.00 -0.01
H 4.244827 4.219723 0.823537 0.01 0.00 0.00
H 5.305355 2.932187 0.259678 0.00 0.00 0.01
S -2.242480 -1.010220 -0.240724 0.08 -0.07 0.12
C -3.385164 -1.118504 1.046142 -0.05 0.09 0.00
N -3.140315 -1.836595 2.131019 0.04 0.06 -0.12
C -4.077837 -1.973764 3.238801 0.02 0.01 0.01
C -4.885854 -0.693010 3.353203 0.00 -0.05 0.04
C -5.546363 -0.390050 2.018326 0.06 -0.02 0.00
N -4.552837 -0.485567 0.946819 -0.01 0.01 -0.08
H -2.225702 -2.255220 2.201399 -0.03 -0.05 0.04
H -3.498776 -2.166073 4.141967 0.00 -0.01 -0.03
H -4.730875 -2.831806 3.058530 0.00 -0.01 0.04
H -4.214206 0.121838 3.625689 -0.09 -0.03 0.03
H -5.639931 -0.785255 4.132940 -0.03 -0.02 -0.02
H -5.949832 0.622055 2.006421 -0.01 -0.01 0.01
H -6.365728 -1.085172 1.821918 0.00 0.00 0.02
H -4.676904 0.056138 0.107414 0.01 0.02 0.02
```
Positions in Å, forces in eV/Å.

Computed properties:
Calculated total energy = -157363.919 eV
Charge = +1
HOMO-LUMO gap = 0.264 Eh

***

2.
ORCA calculation (the ωB97M-V functional and the def2-TZVPD basis) on a molecular structure, C46H47MnN8O4P2S2.

XYZ file:
```
110
Properties=species:S:1:pos:R:3:forces:R:3
Mn 0.147905 0.262463 -0.090749 0.03 -0.18 0.17
N -1.984243 -2.873750 2.274367 -0.15 0.03 -0.22
C -1.521989 -2.012860 1.341409 0.04 -0.12 0.22
S 0.195766 -1.896661 1.195757 0.26 0.08 -0.11
N -2.448464 -1.347879 0.679101 -0.16 -0.03 0.02
N -1.944018 -0.472386 -0.222467 -0.03 -0.02 -0.10
C -2.767137 0.142632 -0.993423 0.08 0.07 0.00
C -4.233114 -0.066087 -0.951327 -0.05 -0.01 0.03
C -5.056848 0.951903 -0.478411 0.02 -0.06 -0.07
C -6.426780 0.755494 -0.394200 -0.03 0.04 0.03
C -6.977655 -0.453409 -0.792969 -0.08 0.02 0.03
C -6.159812 -1.464482 -1.276119 0.02 -0.07 -0.02
C -4.788980 -1.276045 -1.351807 -0.02 0.00 0.06
C -2.185987 1.158469 -1.902717 -0.02 0.16 -0.06
C -2.964889 1.803224 -2.859982 0.19 -0.04 0.08
C -2.389024 2.796529 -3.639821 0.04 -0.02 0.07
C -1.051471 3.105378 -3.459397 -0.03 -0.04 -0.04
C -0.334795 2.398952 -2.506163 0.04 0.06 -0.15
N -0.880010 1.461887 -1.737466 -0.20 -0.15 0.09
H -1.347202 -3.509973 2.716454 0.05 0.00 0.03
H -2.966708 -3.096391 2.254963 0.03 0.04 0.09
H -4.628193 1.906457 -0.198906 0.01 0.02 -0.01
H -7.061733 1.551596 -0.027787 -0.01 0.00 0.00
H -8.047607 -0.603963 -0.734956 0.00 0.00 0.00
H -6.591379 -2.405425 -1.591241 0.00 0.00 -0.01
H -4.146568 -2.070271 -1.709695 0.01 0.01 0.00
H -4.002990 1.534873 -2.982313 -0.03 -0.02 0.03
H -2.986101 3.321269 -4.373456 0.02 0.00 -0.02
H -0.555422 3.865139 -4.046130 -0.01 0.01 0.00
H 0.719543 2.591689 -2.357104 0.06 0.03 0.03
C 4.036289 -1.412053 -0.342055 0.08 0.07 -0.07
N 3.356474 -0.251989 -0.977526 -0.20 -0.18 0.19
P 2.758122 0.884130 0.207993 -0.22 -0.03 -0.05
C 4.075801 1.049193 1.435562 0.02 0.05 0.03
C 3.726383 0.926489 2.775400 0.02 -0.07 -0.01
C 4.683783 1.112265 3.764251 -0.03 -0.02 0.05
C 5.988222 1.410948 3.412854 0.04 0.00 0.06
C 6.344328 1.533392 2.074347 0.04 0.00 -0.04
C 5.392302 1.361224 1.087857 -0.10 0.01 -0.03
C 2.772519 2.508194 -0.607717 0.20 0.02 -0.05
C 1.895851 3.455218 -0.077728 -0.06 -0.03 0.04
C 1.843850 4.735732 -0.604761 -0.06 0.03 0.01
C 2.652529 5.073114 -1.680193 0.02 0.05 -0.05
C 3.534106 4.139096 -2.207762 0.02 0.00 -0.02
C 3.607156 2.866365 -1.663186 -0.06 -0.06 0.04
P 1.948357 -0.676401 -1.938423 0.18 0.25 0.00
C 2.257934 0.124027 -3.535525 0.05 -0.14 -0.16
C 3.523932 0.507011 -3.965914 0.03 -0.01 0.06
C 3.699811 1.046264 -5.229158 0.02 0.03 -0.07
C 2.614394 1.186055 -6.083258 0.05 0.01 -0.04
C 1.356045 0.767546 -5.677872 -0.06 0.03 -0.01
C 1.177951 0.241141 -4.408334 -0.01 0.04 0.04
C 2.123499 -2.421169 -2.392668 -0.11 -0.11 -0.04
C 1.155526 -3.317152 -1.946559 0.12 -0.01 -0.05
C 1.215530 -4.651988 -2.327948 -0.01 0.00 0.01
C 2.238640 -5.091691 -3.150375 -0.06 -0.08 0.02
C 3.202061 -4.200359 -3.606425 0.05 -0.03 -0.04
C 3.140466 -2.870487 -3.239412 -0.04 0.07 0.02
H 4.911555 -1.064717 0.197850 0.02 0.02 0.02
H 4.362810 -2.102951 -1.112449 0.02 0.00 0.00
H 3.386641 -1.955326 0.354746 0.01 0.01 -0.02
H 2.707523 0.675346 3.045990 -0.01 0.01 -0.01
H 4.408956 1.015197 4.806109 0.01 0.00 0.00
H 6.736592 1.548359 4.181956 0.00 0.01 0.01
H 7.365213 1.768835 1.804408 0.00 0.00 0.00
H 5.666912 1.462912 0.044733 0.01 0.02 -0.01
H 1.248972 3.187959 0.753000 0.03 -0.01 -0.02
H 1.163354 5.464450 -0.183460 0.01 0.02 0.00
H 2.604589 6.067588 -2.104108 -0.01 0.00 0.00
H 4.172538 4.404544 -3.040302 0.00 0.01 0.00
H 4.305025 2.144769 -2.061017 0.00 -0.01 -0.02
H 4.374911 0.371683 -3.309688 -0.02 0.01 0.02
H 4.687508 1.348072 -5.553087 0.00 0.00 -0.01
H 2.753414 1.609349 -7.069258 0.00 -0.01 -0.01
H 0.511564 0.851107 -6.349856 0.01 0.01 0.00
H 0.192014 -0.089774 -4.099244 -0.02 0.01 0.03
H 0.368493 -2.973054 -1.291860 -0.05 0.01 0.03
H 0.461316 -5.344417 -1.978294 0.00 0.00 0.00
H 2.286088 -6.131225 -3.447418 -0.01 0.00 0.01
H 3.993697 -4.547151 -4.257464 0.01 0.02 0.00
H 3.879006 -2.176440 -3.617956 0.03 0.04 -0.03
C -5.789582 -2.428183 2.985251 0.05 0.07 -0.15
C -6.236560 -1.512792 4.106118 -0.01 0.12 0.10
S -4.933821 -0.510634 4.803752 -0.07 0.05 -0.24
O -3.770960 -1.331396 5.038296 0.06 -0.10 -0.02
O -5.494299 0.252369 5.882890 -0.02 0.13 0.08
C -4.481165 0.623473 3.489153 -0.08 -0.16 -0.05
C -3.390702 1.570445 3.989444 -0.03 -0.03 0.11
N -2.498978 1.926126 2.887633 0.29 0.10 0.00
C -1.322133 1.307290 2.642608 -0.18 -0.02 -0.16
N -0.810567 1.690468 1.468801 -0.02 0.15 0.13
C -1.666638 2.627914 0.965421 -0.07 0.03 0.10
C -2.710350 2.778515 1.824191 0.08 -0.08 -0.11
N -3.861581 3.602574 1.634741 -0.16 -0.14 -0.24
O -4.749821 3.562845 2.466049 0.07 0.03 0.11
O -3.895701 4.247118 0.603110 0.07 0.06 0.10
C -0.702978 0.355786 3.595823 -0.01 -0.01 0.07
H -6.604750 -3.101573 2.723546 0.03 -0.03 -0.01
H -4.929478 -3.021268 3.295263 -0.06 -0.02 0.03
H -5.529860 -1.858106 2.090559 0.06 -0.06 -0.03
H -6.618213 -2.063181 4.968161 0.09 -0.01 0.05
H -7.023520 -0.823696 3.797401 0.03 0.06 0.01
H -5.362369 1.171571 3.162457 -0.07 -0.01 0.02
H -4.103095 0.012993 2.663930 -0.01 -0.03 0.02
H -2.769139 1.082642 4.738073 -0.07 0.02 0.01
H -3.814675 2.469447 4.420848 -0.01 0.00 0.01
H -1.509799 3.132027 0.027670 0.00 0.03 0.05
H -0.401138 0.880506 4.505461 -0.02 -0.01 0.00
H 0.166125 -0.096489 3.132397 0.06 0.01 0.01
H -1.392729 -0.443285 3.876549 0.00 0.00 -0.02
```
Positions in Å, forces in eV/Å.

Computed properties:
Calculated total energy = -140139.734 eV
Charge = +1
2S+1 = 6
HOMO-LUMO gap (spin up / spin down) = 0.272 / 0.275 Eh